DFT (wB97M-V/def2-TZVPD) results for a 9-piece molecular cluster, C48H132F2N21O13P7 overall in a non-equilibrium geometry.

The geometry in XYZ format:
```
223
Properties=species:S:1:pos:R:3:forces:R:3
C -10.7518 -5.1041 13.6796 -1.113 -0.376 0.420
N -11.3516 -4.4904 14.8691 -1.110 -1.198 -0.325
C -10.5074 -3.5487 15.5525 -0.589 0.552 0.498
P -13.0624 -4.5132 15.0137 1.173 0.254 0.836
O -13.7573 -5.5313 14.2173 0.391 -0.235 -0.781
N -13.3101 -4.6853 16.6626 0.586 1.631 -1.075
C -12.5306 -5.6325 17.4010 -0.371 -0.460 1.209
C -14.6497 -4.4053 17.1535 0.147 -0.398 -0.014
N -13.6215 -2.9915 14.6381 -1.001 0.816 0.602
C -13.9510 -2.6972 13.2503 0.481 -0.367 0.048
C -13.2633 -1.8118 15.4305 1.629 -0.376 -0.462
H -10.8951 -4.4731 12.7982 0.591 0.082 -0.083
H -11.2904 -6.0312 13.4733 0.059 0.008 -0.048
H -9.7205 -5.3699 13.9032 0.144 0.270 -0.256
H -9.5826 -3.9922 15.9311 0.080 -0.097 -0.353
H -11.0323 -3.1956 16.4411 0.085 0.136 -0.060
H -10.3084 -2.6751 14.9216 0.378 -0.020 0.154
H -12.4197 -5.2660 18.4307 0.180 0.042 -0.064
H -13.0596 -6.5908 17.5117 0.134 -0.063 -0.252
H -11.5408 -5.8062 16.9894 -0.113 0.108 -0.208
H -15.2440 -5.3119 17.0014 -0.419 0.225 0.249
H -14.6359 -4.1170 18.2075 0.142 -0.252 0.084
H -15.0893 -3.5624 16.6241 -0.021 -0.186 -0.227
H -14.5981 -1.8217 13.2062 -0.141 -0.090 -0.025
H -13.0404 -2.4807 12.6761 -0.048 0.125 -0.123
H -14.4234 -3.5707 12.8054 -0.130 0.115 -0.028
H -13.3586 -1.9915 16.4992 -0.368 0.122 0.024
H -13.7020 -0.8719 15.0959 -0.889 -0.379 0.044
H -12.2023 -1.5914 15.2687 0.174 0.052 0.194
C -18.3826 9.7819 8.2511 0.274 -0.008 -0.741
N -18.0611 10.3197 9.5522 1.184 0.219 0.152
C -18.6896 9.6153 10.6656 0.022 0.209 -0.571
P -16.5253 11.0395 9.7879 -0.901 0.180 1.419
O -15.9166 11.6262 8.5906 -0.282 0.186 -0.683
N -16.7410 12.2048 10.9851 -0.030 -0.409 -0.426
C -17.0621 11.9465 12.3792 0.713 -0.079 -0.113
C -16.3517 13.5872 10.7094 0.616 -0.344 -0.109
N -15.5571 9.8876 10.5343 0.076 -0.602 0.091
C -14.2887 10.3513 11.0728 0.568 -0.023 0.251
C -15.5122 8.5752 9.8393 -0.591 1.022 0.325
H -19.4422 9.5305 8.1831 -0.043 0.156 0.154
H -17.8211 8.8741 7.9895 -0.054 -0.085 0.167
H -18.1489 10.5151 7.4780 -0.065 0.005 0.055
H -19.7715 9.7698 10.6353 0.021 0.179 0.077
H -18.2804 10.0298 11.5782 -0.221 -0.456 0.258
H -18.5438 8.5323 10.5772 0.238 0.009 0.331
H -16.7870 10.9265 12.6589 -0.161 -0.036 -0.064
H -16.4092 12.5914 12.9753 -0.222 0.008 0.249
H -18.1106 12.1385 12.6230 0.016 0.009 0.046
H -16.7040 13.9412 9.7429 -0.168 0.006 0.101
H -16.6991 14.2169 11.5255 -0.281 0.107 -0.163
H -15.2569 13.6619 10.7005 -0.007 0.154 -0.066
H -13.7211 11.0108 10.4060 -0.353 0.338 0.000
H -14.4197 10.7671 12.0727 -0.036 0.364 -0.192
H -13.5871 9.5301 11.2363 -0.352 -0.355 -0.036
H -15.5751 8.7614 8.7640 -0.050 -0.542 -0.061
H -16.3583 8.0158 10.2414 0.044 -0.370 -0.525
H -14.5920 8.0473 10.0655 0.071 0.047 0.034
C -14.0714 7.0533 12.8903 0.326 0.590 -1.819
N -14.4598 5.6610 12.8879 0.674 -0.572 1.516
C -15.1739 5.2409 11.6946 -0.086 0.591 -0.429
P -13.5230 4.6190 13.8381 -0.578 -1.500 -1.942
O -12.9160 5.3184 14.9859 -0.294 0.277 0.318
N -14.5793 3.3733 14.2607 1.160 0.431 0.139
C -15.3422 3.5726 15.4892 -0.245 0.610 -0.551
C -15.0203 2.2945 13.3871 -0.979 0.482 0.139
N -12.4306 3.8670 12.7862 -1.259 0.183 0.753
C -11.8031 2.6159 13.2050 0.233 0.691 -0.078
C -11.7037 4.6955 11.8387 -0.038 0.066 -0.270
H -13.5145 7.4350 13.7406 -0.293 -0.447 0.339
H -14.9318 7.6890 12.6681 -0.088 -0.016 0.329
H -13.4160 7.1967 12.0134 0.138 0.342 0.107
H -15.7134 4.2995 11.7560 0.127 -0.023 0.491
H -14.5531 5.1900 10.7919 0.322 -0.058 0.107
H -15.9028 6.0250 11.4808 -0.206 -0.093 0.061
H -16.3316 3.9881 15.2592 -0.279 -0.538 -0.025
H -15.4151 2.6450 16.0538 -0.056 0.056 0.143
H -14.9026 4.3792 16.0755 0.427 -0.402 0.211
H -16.1118 2.3409 13.2877 -0.087 0.083 0.046
H -14.6562 2.4036 12.3689 0.482 -0.155 0.167
H -14.8334 1.3037 13.8057 0.426 -0.039 -0.038
H -11.0487 2.7734 13.9828 0.131 -0.022 -0.032
H -12.5537 1.9384 13.6056 0.102 -0.150 -0.161
H -11.3099 2.2182 12.3176 -0.057 -0.354 0.108
H -10.8326 5.2154 12.2532 0.008 -0.054 0.205
H -12.3754 5.4455 11.4208 0.045 0.017 0.044
H -11.3676 4.0989 10.9886 -0.071 -0.049 0.045
C -8.8990 5.1236 14.7425 -0.383 0.144 0.273
N -8.1163 6.3661 14.8566 -0.368 -0.733 0.384
C -6.8084 6.0692 15.4586 -0.023 0.371 -0.561
P -8.1559 7.3438 13.5135 -0.912 0.212 -0.361
O -7.7261 6.6856 12.2512 -0.092 0.604 0.311
N -9.7324 7.9736 13.4260 0.608 -0.116 0.738
C -10.2588 8.2801 12.0947 0.470 -1.370 -0.198
C -10.6699 8.0521 14.5339 -1.491 -0.324 -0.484
N -7.2506 8.6502 13.9501 0.923 0.443 0.216
C -6.1020 9.0606 13.1472 -0.274 -0.187 -0.176
C -7.7281 9.5784 14.9715 -0.130 -0.368 -0.346
H -8.5074 4.3884 14.0324 0.211 0.255 -0.249
H -9.9329 5.3574 14.4836 0.004 -0.061 -0.061
H -8.9142 4.6267 15.7133 -0.063 0.155 0.089
H -6.9394 5.5225 16.3904 -0.143 0.113 0.072
H -6.2744 7.0008 15.6379 0.049 -0.061 0.101
H -6.2157 5.4513 14.7762 0.143 -0.052 0.062
H -10.2417 7.3304 11.5498 -0.101 0.264 -0.454
H -11.3003 8.5946 12.1141 0.086 0.260 0.299
H -9.6286 8.9795 11.5424 -0.118 0.186 0.086
H -11.4643 8.7583 14.2642 0.307 0.364 0.059
H -11.2661 7.1347 14.6282 0.335 -0.273 0.264
H -10.3195 8.3371 15.5252 0.628 -0.042 -0.204
H -5.4807 9.7749 13.6864 -0.109 -0.015 0.158
H -5.4846 8.1913 12.9236 -0.028 0.068 -0.229
H -6.4436 9.5311 12.2209 0.299 -0.022 -0.121
H -6.9557 10.3170 15.1748 0.073 -0.107 0.140
H -7.9683 9.0173 15.8766 0.008 0.174 0.155
H -8.6243 10.1178 14.6524 -0.075 0.000 -0.032
C -11.7757 -2.2118 19.3187 0.555 0.282 -0.400
N -11.5572 -0.7933 19.5773 0.807 -0.039 -0.849
C -12.0681 -0.2979 20.8485 0.558 -1.024 0.104
P -10.4374 0.0530 18.5981 -1.106 0.267 1.407
O -9.7376 -0.7501 17.5668 -0.677 -0.022 0.326
N -11.3934 1.2614 17.9850 0.866 0.833 -0.530
C -11.7947 1.1771 16.5862 0.812 -0.265 0.320
C -11.8899 2.3951 18.7681 0.495 -0.845 0.224
N -9.4431 0.8372 19.7165 -0.290 0.140 -0.169
C -8.8351 -0.0364 20.7312 -0.388 -0.048 -0.265
C -8.4973 1.7712 19.0850 -0.037 -0.713 -0.193
H -12.8170 -2.4774 19.5022 0.032 -0.091 0.226
H -11.0698 -2.8534 19.8583 -0.308 -0.107 0.387
H -11.5643 -2.4134 18.2686 -0.126 0.070 -0.023
H -13.1107 -0.5960 20.9756 -0.093 0.173 -0.126
H -11.9580 0.7690 21.0044 0.051 0.086 -0.282
H -11.4982 -0.8176 21.6293 -0.261 0.210 0.385
H -12.7353 0.6291 16.4954 -0.252 0.461 -0.321
H -11.7610 2.1704 16.1361 -0.624 0.053 0.046
H -11.0243 0.6167 16.0526 -0.130 -0.188 0.004
H -12.8576 2.1816 19.2276 -0.327 0.254 -0.343
H -11.2151 2.5568 19.6091 0.115 0.156 -0.083
H -11.8945 3.2853 18.1410 -0.269 0.052 0.034
H -8.0126 0.4577 21.2456 0.131 0.120 -0.322
H -9.5586 -0.2590 21.5148 -0.008 -0.195 -0.137
H -8.4951 -0.9560 20.2481 0.277 -0.130 0.363
H -7.7563 1.2207 18.4933 0.159 0.054 0.089
H -7.9891 2.3348 19.8639 -0.109 0.272 -0.129
H -9.0364 2.3985 18.3760 0.046 0.296 0.257
C -10.7328 1.2473 7.1787 -0.216 0.147 0.364
N -9.6923 2.2596 7.1298 0.018 -0.396 0.157
C -8.5878 1.9491 6.1952 -0.789 1.099 0.748
P -9.6138 3.5645 8.2018 1.128 -1.214 -1.247
O -10.9570 3.9896 8.6636 0.533 -0.007 -0.168
N -8.5348 2.9970 9.3664 -0.390 1.541 -0.691
C -8.3410 3.9695 10.4508 -0.469 -0.820 1.079
C -8.6035 1.6150 9.7934 0.873 0.124 0.377
N -8.6582 4.6657 7.3507 -0.224 -0.256 0.952
C -7.2426 4.9857 7.5908 -0.459 -0.582 -0.099
C -9.2200 5.3449 6.2067 -0.158 0.485 -0.533
H -10.3546 0.2207 7.2387 0.418 0.118 -0.154
H -11.3586 1.3149 6.2848 -0.294 -0.081 0.196
H -11.3088 1.3528 8.0995 -0.340 0.302 -0.296
H -8.6905 2.6676 5.3797 0.641 -0.165 -0.246
H -8.6848 0.9437 5.7957 -0.052 -0.074 0.139
H -7.6475 2.0608 6.7364 0.234 -0.028 -0.379
H -9.2011 3.8616 11.1224 0.263 0.200 0.335
H -7.4352 3.7189 11.0061 0.024 0.044 -0.008
H -8.2917 5.0303 10.2126 0.016 -0.159 -0.622
H -7.8126 1.5184 10.5433 -0.096 -0.206 0.067
H -9.5343 1.2901 10.2697 -0.180 0.120 -0.160
H -8.3167 0.9541 8.9776 -0.321 -0.064 -0.066
H -6.6993 4.6464 6.7066 0.333 0.249 0.001
H -7.0986 6.0535 7.7549 -0.026 0.078 -0.111
H -6.8385 4.4574 8.4499 -0.179 -0.059 -0.047
H -9.7070 4.6772 5.4891 -0.199 -0.139 0.274
H -8.4216 5.8189 5.6315 0.131 -0.065 0.145
H -9.9098 6.1535 6.4652 -0.121 -0.159 0.108
C -12.8792 13.0442 12.7119 -1.007 -0.753 1.492
N -12.4108 12.1259 13.7740 0.443 0.398 -0.154
C -11.0481 11.6513 13.5076 -0.082 0.065 -0.109
P -13.3786 11.2724 14.8400 0.872 3.443 1.427
O -13.9479 9.9854 14.4325 -0.237 -0.605 0.230
N -12.3769 11.2170 16.2115 0.001 -0.678 -0.413
C -12.6148 10.2232 17.2480 0.949 -0.218 -0.362
C -11.5088 12.3077 16.6499 -0.636 0.249 -0.263
N -14.5770 12.4093 15.2980 -0.553 -1.353 -1.445
C -14.3989 13.7685 15.7413 0.791 0.047 -0.148
C -15.8327 11.8098 15.7243 -0.243 -0.107 0.751
H -13.9411 13.1904 12.9240 -0.040 0.141 -0.454
H -12.7543 12.5737 11.7400 0.090 0.320 -0.169
H -12.3974 14.0131 12.8289 0.289 -0.046 -0.325
H -11.0714 10.8319 12.7846 0.192 -0.431 0.455
H -10.5482 11.4531 14.4525 0.040 -0.657 -0.240
H -10.4170 12.3887 13.0030 -0.445 0.507 0.168
H -13.0359 10.6753 18.1499 -0.461 -0.157 -0.093
H -13.1744 9.3850 16.8340 -0.379 0.171 0.202
H -11.6485 9.8032 17.5585 0.033 -0.036 0.023
H -11.8390 13.2466 16.2144 0.313 -0.017 -0.217
H -11.6061 12.4717 17.7248 0.057 -0.289 0.077
H -10.4591 12.1440 16.4006 0.075 -0.060 0.096
H -13.3847 14.0744 15.4877 -0.181 0.304 -0.169
H -15.1148 14.4297 15.2472 0.012 0.034 -0.003
H -14.4961 13.9093 16.8246 -0.109 -0.248 0.038
H -16.6293 12.5455 15.8570 0.223 0.283 -0.215
H -15.6921 11.3658 16.7204 -0.258 -0.236 -0.066
H -16.2310 11.0613 15.0440 0.293 -0.014 -0.029
O -8.9255 5.5906 19.1531 0.290 -0.265 0.114
C -10.0143 5.9035 18.8185 -0.053 0.457 -1.039
O -10.4558 5.9384 17.5357 0.245 -0.378 -0.327
C -11.8455 6.2248 17.4811 -0.573 -0.106 0.451
C -12.1661 6.5821 18.9276 -0.313 -0.682 -0.112
F -13.0631 5.6731 19.4463 -0.238 0.231 -0.094
O -10.9702 6.3704 19.6373 -0.698 0.758 0.304
H -12.1294 6.9780 16.7481 0.666 0.345 0.109
H -12.4509 5.3757 17.1660 0.376 -0.311 0.159
H -12.6044 7.5765 19.0352 0.348 -0.044 0.530
O -19.0522 7.9833 17.1149 0.069 0.058 0.016
C -18.0998 7.8640 16.4173 -0.862 -0.138 0.411
O -17.3463 6.7673 16.3250 0.726 -0.377 0.054
C -16.1341 7.0855 15.5979 -1.282 0.252 -0.864
C -16.6680 8.2814 14.7542 2.000 -0.184 0.608
F -17.1591 7.7978 13.5669 -0.923 -0.184 0.123
O -17.6516 8.8381 15.5831 0.321 -0.042 -1.005
H -15.3347 7.2341 16.3202 0.088 0.504 -0.201
H -15.8772 6.2879 14.9054 -0.049 -0.161 0.179
H -15.9099 8.9939 14.4346 -0.090 0.302 0.596
```
Forces are in eV/Å.

- SMILES: CN(C)P(=O)(N(C)C)N(C)C.CN(C)P(=O)(N(C)C)N(C)C.CN(C)P(=O)(N(C)C)N(C)C.CN(C)P(=O)(N(C)C)N(C)C.CN(C)P(=O)(N(C)C)N(C)C.CN(C)P(=O)(N(C)C)N(C)C.CN(C)P(=O)(N(C)C)N(C)C.O=C1OC[C@@H](F)O1.O=C1OC[C@@H](F)O1
- Kohn-Sham gap: 8.4 eV
- Multiplicity: 1